w.
ORCA calculation (wB97M-V/def2-TZVPD) on a cluster of 2 separate species, C6H16 in total.

The geometry in XYZ format:
```
22
Properties=species:S:1:pos:R:3:mulliken_charge:R:1
C -4.176 2.376 -1.837 -0.90
C -4.972 2.736 -0.610 -0.27
C -5.401 4.183 -0.324 -0.94
H -4.341 2.828 -2.873 0.28
H -4.309 1.230 -2.080 0.23
H -3.100 2.608 -1.674 0.25
H -4.212 2.606 0.211 0.19
H -5.746 2.052 -0.456 0.37
H -6.077 4.282 0.775 0.23
H -4.582 4.933 -0.324 0.29
H -6.119 4.416 -1.153 0.27
C 4.051 -4.089 1.416 -1.08
C 4.849 -2.683 1.385 -0.35
C 5.667 -2.508 0.066 -1.01
H 3.340 -4.153 0.602 0.30
H 3.494 -4.160 2.304 0.35
H 4.664 -4.987 1.254 0.32
H 5.475 -2.433 2.175 0.36
H 3.863 -2.022 1.462 0.22
H 5.176 -2.604 -1.012 0.26
H 5.823 -1.551 -0.153 0.38
H 6.536 -3.137 0.364 0.25
```

The charge is 0. The SMILES is CCC.CCC.

***

x.
ORCA calculation (wB97M-V/def2-TZVPD) on a cluster of 2 separate species, C6H16 in total.

The geometry in XYZ format:
```
22
Properties=species:S:1:pos:R:3:mulliken_charge:R:1
C 0.193 -3.387 -0.214 -0.98
C 0.273 -2.337 -1.400 -0.26
C -1.105 -1.680 -1.449 -1.01
H -0.082 -2.685 0.625 0.27
H -0.410 -4.227 -0.358 0.36
H 1.199 -3.710 -0.137 0.28
H 0.330 -2.810 -2.405 0.28
H 0.944 -1.520 -1.205 0.25
H -1.939 -2.404 -1.617 0.31
H -1.490 -0.899 -2.226 0.29
H -1.277 -1.174 -0.460 0.20
C 1.049 2.898 0.129 -1.45
C 0.229 1.760 0.791 0.09
C -0.402 2.411 2.010 -1.14
H 1.863 3.120 0.616 0.50
H 0.588 3.905 0.030 0.33
H 1.302 2.584 -0.886 0.34
H -0.463 1.610 -0.003 0.14
H 0.736 0.779 0.846 0.26
H 0.478 2.913 2.615 0.22
H -1.165 3.120 1.956 0.38
H -0.849 1.731 2.746 0.33
```

The charge is 0. The SMILES is CCC.CCC.

***

y.
ORCA calculation (wB97M-V/def2-TZVPD) on a cluster of 2 separate species, C6H16 in total.

The geometry in XYZ format:
```
22
Properties=species:S:1:pos:R:3:mulliken_charge:R:1
C -3.173 0.101 -0.297 -1.42
C -1.776 0.418 0.225 0.83
C -0.999 -0.850 0.494 -0.91
C -1.061 1.242 -0.851 -1.33
H -3.099 -0.429 -1.238 0.35
H -3.807 0.982 -0.365 0.38
H -3.761 -0.522 0.384 0.36
H -1.784 1.093 1.085 0.20
H -0.980 -1.454 -0.424 0.30
H 0.086 -0.712 0.578 -0.06
H -1.291 -1.465 1.347 0.38
H -1.523 2.212 -1.014 0.38
H -0.014 1.430 -0.647 0.26
H -1.120 0.771 -1.841 0.32
C 3.028 0.389 0.087 -0.47
C 3.042 -1.072 0.552 -0.87
H 3.301 0.484 -0.967 0.25
H 2.028 0.790 0.172 -0.06
H 3.746 1.010 0.601 0.32
H 3.825 -1.214 1.291 0.29
H 3.212 -1.825 -0.222 0.25
H 2.120 -1.380 1.048 0.23
```

The charge is 0. The SMILES is CC(C)C.CC.

***

z.
ORCA calculation (wB97M-V/def2-TZVPD) on a cluster of 2 separate species, C6H16 in total.

The geometry in XYZ format:
```
22
Properties=species:S:1:pos:R:3:mulliken_charge:R:1
C -1.958 0.664 -1.912 -1.20
C -0.560 0.159 -2.321 -0.08
C -0.466 -1.381 -2.025 -0.96
H -2.864 0.175 -2.339 0.33
H -2.190 1.677 -2.269 0.35
H -2.158 0.722 -0.821 0.28
H -0.291 0.369 -3.350 0.37
H 0.093 0.664 -1.638 0.10
H 0.375 -1.584 -1.330 0.17
H -1.279 -1.820 -1.437 0.31
H -0.396 -1.873 -3.004 0.33
C 1.826 -0.283 1.167 -0.99
C 1.165 0.730 2.074 -0.11
C 0.064 0.214 2.941 -1.10
H 2.660 0.074 0.552 0.35
H 1.120 -0.926 0.633 0.05
H 2.423 -0.899 1.821 0.41
H 1.999 1.222 2.567 0.29
H 0.722 1.684 1.661 0.24
H -0.465 -0.523 2.313 0.27
H 0.327 -0.373 3.796 0.33
H -0.802 0.914 3.265 0.28
```

The charge is 0. The SMILES is CCC.CCC.

***

Q: Which of them is the least stable? A: w.

***

w.
ORCA calculation (wB97M-V/def2-TZVPD) on a cluster of 2 separate species, C6H16 in total.

The geometry in XYZ format:
```
22
Properties=species:S:1:pos:R:3:mulliken_charge:R:1
C 0.811 2.848 1.065 -1.33
C 0.015 1.705 0.491 0.10
C -1.469 2.047 0.338 -1.20
H 0.382 3.189 2.010 0.32
H 0.767 3.695 0.382 0.32
H 1.862 2.632 1.246 0.34
H 0.385 1.299 -0.449 0.27
H 0.050 0.835 1.156 0.20
H -1.827 2.490 1.257 0.33
H -1.574 2.774 -0.476 0.31
H -2.032 1.240 -0.122 0.33
C -0.123 -2.793 0.473 -1.19
C 0.221 -1.649 -0.463 0.26
C 0.602 -2.155 -1.860 -1.32
H -0.672 -3.550 -0.085 0.31
H 0.759 -3.277 0.902 0.30
H -0.734 -2.496 1.318 0.34
H -0.517 -0.852 -0.468 0.03
H 1.083 -1.058 -0.139 0.24
H -0.200 -2.785 -2.253 0.35
H 0.737 -1.342 -2.563 0.35
H 1.477 -2.798 -1.761 0.32
```

The charge is 0. The SMILES is CCC.CCC.

***

x.
ORCA calculation (wB97M-V/def2-TZVPD) on a cluster of 2 separate species, C6H16 in total.

The geometry in XYZ format:
```
22
Properties=species:S:1:pos:R:3:mulliken_charge:R:1
C -0.618 -1.075 1.727 -1.06
C 0.895 -1.051 1.700 -0.19
C 1.583 0.252 2.098 -1.05
H -1.087 -0.170 1.304 0.19
H -1.090 -1.680 0.946 0.32
H -1.040 -1.325 2.699 0.35
H 1.152 -1.299 0.670 0.26
H 1.364 -1.809 2.352 0.34
H 0.944 1.091 1.734 0.21
H 2.640 0.428 1.925 0.34
H 1.586 0.374 3.196 0.34
C -0.758 -0.372 -2.735 -1.23
C -0.102 0.409 -1.636 0.67
C -0.800 1.707 -1.169 -1.10
H -1.311 -1.274 -2.407 0.31
H -1.525 0.094 -3.338 0.36
H 0.007 -0.885 -3.333 0.29
H 0.984 0.558 -1.761 0.39
H 0.073 -0.210 -0.743 -0.59
H -1.256 1.703 -0.160 0.25
H -1.540 1.977 -1.942 0.37
H -0.099 2.560 -1.127 0.24
```

The charge is 0. The SMILES is CCC.CCC.

***

y.
ORCA calculation (wB97M-V/def2-TZVPD) on a cluster of 2 separate species, C6H16 in total.

The geometry in XYZ format:
```
22
Properties=species:S:1:pos:R:3:mulliken_charge:R:1
C -2.209 0.419 1.534 -1.53
C -1.064 0.304 0.538 1.03
C -1.532 -0.677 -0.575 -1.62
C -0.645 1.578 -0.221 -1.37
H -1.839 0.771 2.496 0.39
H -2.775 -0.509 1.613 0.38
H -2.992 1.085 1.157 0.34
H -0.154 -0.144 0.940 0.16
H -1.480 -1.761 -0.373 0.39
H -2.603 -0.682 -0.813 0.41
H -0.974 -0.567 -1.505 0.39
H -0.381 2.350 0.509 0.34
H 0.146 1.461 -0.956 0.33
H -1.517 1.939 -0.775 0.35
C 2.978 -0.141 -0.137 -0.83
C 2.062 -1.185 -0.766 -0.57
H 2.811 0.826 -0.608 0.24
H 2.716 -0.024 0.915 0.24
H 4.027 -0.409 -0.234 0.34
H 1.882 -2.036 -0.092 0.27
H 2.486 -1.721 -1.620 0.40
H 1.057 -0.878 -1.028 -0.07
```

The charge is 0. The SMILES is CC(C)C.CC.

***

Q: Which of them is the least stable? A: x.

***

w.
ORCA calculation (wB97M-V/def2-TZVPD) on a cluster of 2 separate species, C6H16 in total.

The geometry in XYZ format:
```
22
Properties=species:S:1:pos:R:3:mulliken_charge:R:1
C 0.483 0.710 -2.221 -1.04
C 0.532 -0.813 -1.974 -0.08
C -0.801 -1.389 -1.547 -1.27
H 0.576 1.193 -1.248 0.24
H -0.458 0.982 -2.698 0.30
H 1.347 1.027 -2.801 0.34
H 0.872 -1.320 -2.870 0.37
H 1.317 -0.950 -1.225 0.18
H -1.455 -1.277 -2.431 0.38
H -0.937 -2.447 -1.338 0.31
H -1.346 -0.742 -0.869 0.32
C -1.134 0.705 2.554 -1.35
C -0.261 0.175 1.423 0.41
C 1.212 0.465 1.735 -1.35
H -0.716 0.771 3.561 0.33
H -1.385 1.749 2.367 0.32
H -2.050 0.141 2.647 0.36
H -0.528 0.571 0.450 -0.03
H -0.420 -0.889 1.275 0.22
H 1.491 -0.167 2.582 0.41
H 1.434 1.490 2.025 0.32
H 1.854 0.172 0.907 0.31
```

The charge is 0. The SMILES is CCC.CCC.

***

x.
ORCA calculation (wB97M-V/def2-TZVPD) on a cluster of 2 separate species, C6H16 in total.

The geometry in XYZ format:
```
22
Properties=species:S:1:pos:R:3:mulliken_charge:R:1
C -0.583 0.258 2.427 -1.02
C -1.008 1.456 1.578 -0.36
C 0.146 2.362 1.114 -1.12
H 0.505 0.216 2.576 0.29
H -0.782 -0.708 1.957 0.24
H -1.029 0.257 3.421 0.34
H -1.558 1.164 0.690 0.36
H -1.680 2.040 2.198 0.37
H 0.436 3.074 1.881 0.37
H 1.026 1.777 0.837 0.28
H -0.148 2.866 0.194 0.29
C 0.558 -0.086 -1.454 -0.77
C 0.074 -1.356 -2.156 -0.29
C 0.689 -2.632 -1.557 -1.12
H 1.623 -0.043 -1.265 0.39
H -0.028 -0.018 -0.538 -0.05
H 0.203 0.771 -2.037 0.32
H -1.007 -1.455 -2.078 0.27
H 0.346 -1.340 -3.214 0.31
H 1.744 -2.476 -1.345 0.31
H 0.153 -2.940 -0.661 0.27
H 0.599 -3.488 -2.234 0.33
```

The charge is 0. The SMILES is CCC.CCC.

***

Q: Which of them is the least stable? A: w.